Entry from the OMol25 dataset: a 12-piece molecular cluster, C4H28O14 overall at a distorted geometry (the ωB97M-V functional and the def2-TZVPD basis).

XYZ file:
```
46
C4H28O14 | the OMol25 dataset | the ωB97M-V functional and the def2-TZVPD basis
O -1.4314 -1.4985 2.4148
C -1.2071 -0.3221 2.4456
C -0.2149 0.4075 1.5244
C -0.4037 -0.2321 0.1733
C 0.2883 0.1046 -0.9256
O 1.2030 1.1376 -0.9163
O 0.2533 -0.6198 -2.0662
H -1.7156 0.3542 3.1680
H -0.3821 1.5184 1.6234
H 0.8598 0.1954 1.7984
H -1.0982 -1.0612 0.1032
H 0.7709 1.9552 -0.5235
H 0.6042 -0.0165 -2.7954
O 3.1630 -0.5034 1.3860
H 2.6343 -1.1986 0.9387
H 3.6696 -0.9299 2.1027
O 2.2941 2.3792 1.6671
H 2.3223 1.4240 1.8172
H 3.0871 2.6513 2.1757
O 1.1812 1.7400 -3.6724
H 2.0924 1.6261 -3.9601
H 1.1759 2.2799 -2.8796
O 1.9147 -2.5010 0.1300
H 2.4250 -2.9435 -0.5541
H 1.1255 -2.1864 -0.3293
O -1.4989 2.8716 -0.8042
H -2.3510 2.4022 -0.7099
H -1.4526 3.3628 -1.6243
O -3.6610 1.4351 -1.4020
H -3.0515 0.9145 -0.8276
H -4.5145 1.0380 -1.1973
O -0.0149 3.6543 2.3265
H -0.3041 3.3297 1.4666
H 0.8201 3.1639 2.4246
O 3.8353 0.9795 -1.4862
H 4.7606 0.7622 -1.3727
H 3.3720 1.1249 -0.6556
O -0.6314 -4.6276 0.5541
H -1.0711 -3.9283 0.0525
H 0.0548 -4.1713 1.0581
O -4.1181 -1.9415 0.9638
H -3.4405 -1.7948 1.6335
H -3.7480 -2.4187 0.2155
O -1.6750 -2.6933 -1.3443
H -1.7353 -1.8365 -1.7777
H -1.8100 -3.3907 -1.9898
```

Output
Energy relative to the best compared isomer or geometry (same formula, charge and spin) ... 0.000 eV
LUMO ... 0.04 eV
HOMO-LUMO gap ... 9.01 eV
SMILES string ... O=CCC=C(O)O.O.O.O.O.O.O.O.O.O.O.O

Atom charges from the Löwdin analysis, given in e for atoms 1 to 8: 0.052 -0.230 -0.114 -0.074 -0.440 0.018 0.061 0.134

---

Entry from the OMol25 dataset: a 10-piece molecular cluster, C4H29N2O9S overall at a distorted geometry (the ωB97M-V functional and the def2-TZVPD basis).

XYZ file:
```
45
C4H29N2O9S | the OMol25 dataset | the ωB97M-V functional and the def2-TZVPD basis
N -0.8463 0.0392 -0.4018
C -1.1889 -0.6501 0.8556
C -2.6946 -1.1048 1.1220
S -2.9855 -2.4620 -0.0552
C -0.3630 0.0115 2.0873
N 0.0366 1.4102 1.7726
C -0.8688 2.4550 1.8392
H -0.5476 -0.6069 -1.1045
H -1.7097 0.5308 -0.7600
H -0.6579 -1.6130 0.6778
H -2.7070 -1.3980 2.1791
H -3.3400 -0.3097 0.7530
H 0.5567 -0.5174 2.3475
H -0.9645 0.1048 3.0736
H 0.4028 1.4505 0.8810
H -1.8443 2.3259 1.9347
H -0.6817 3.2951 1.1337
H -0.8506 2.9896 2.9341
H -4.0425 2.5424 0.0928
H -3.8554 1.0825 0.3828
O -3.7022 1.9596 0.6762
H 0.8157 0.8534 -3.7071
H 2.3161 1.3033 -3.4676
O 1.6778 0.7243 -4.0706
H 1.3170 3.6623 -2.4761
H 2.1207 3.1550 -1.1170
O 2.1685 3.6493 -1.9339
H -0.2833 -1.0516 -4.1049
H -0.2087 -1.0517 -2.7192
O -0.5500 -0.4772 -3.3762
H 1.9639 0.2753 -1.9796
H 2.1136 -0.7951 -1.0586
O 2.5937 -0.0664 -1.2542
H -0.8172 -3.4883 -0.8116
H 0.8035 -3.2430 -0.4335
O 0.2005 -3.4774 -1.0212
H 1.1680 -2.3264 1.1718
H 2.6045 -2.6211 0.5690
O 1.8168 -2.1439 0.5727
H 2.2219 0.4085 3.8770
H 3.1123 0.7022 2.7028
O 3.0583 0.2816 3.6142
H 2.7001 0.8211 0.5174
H 2.1081 1.5521 1.5119
O 2.7756 1.6680 0.9007
```

Output
Energy relative to the best compared isomer or geometry (same formula, charge and spin) ... 4.637 eV
⟨S²⟩ ... 0.753
LUMO (spin up / spin down) ... 0.02 / -3.01 eV
2S+1 ... 2
HOMO-LUMO gap (spin up / spin down) ... 8.94 / 5.90 eV

Atom charges from the Löwdin analysis, given in e for atoms 1 to 8: 0.067 -0.404 -0.516 0.703 -0.108 -0.148 -0.161 0.016

---

Entry from the OMol25 dataset: C4H2AgO6 as an isolated structure at a distorted geometry (the ωB97M-V functional and the def2-TZVPD basis).

XYZ file:
```
13
C4H2AgO6 | the OMol25 dataset | the ωB97M-V functional and the def2-TZVPD basis
O 3.8688 1.5794 -2.8537
C 4.6999 1.4185 -3.6523
O 5.5588 1.2530 -4.3988
O -0.1405 0.4811 0.2776
Ag 1.9269 1.5395 -1.1361
H 0.4070 -0.6743 1.8566
O -2.1863 -1.7166 1.8568
O -2.8238 -0.0986 0.8321
O -4.0270 -2.0524 0.4847
C -0.3814 -0.1767 1.2604
C -1.7983 -0.3418 1.7821
C -3.1613 -1.4087 0.9599
H -1.9427 0.1974 2.7304
```

Output
Energy relative to the best compared isomer or geometry (same formula, charge and spin) ... 0.000 eV
LUMO ... -6.07 eV
Total charge ... +1
HOMO-LUMO gap ... 8.42 eV

Atom charges from the Löwdin analysis, given in e for atoms 1 to 8: 0.131 -0.375 0.282 0.039 0.909 0.153 0.148 0.155

---

Entry from the OMol25 dataset: one molecule with the formula C4H2Br2N2O at a distorted geometry (the ωB97M-V functional and the def2-TZVPD basis).

XYZ file:
```
11
C4H2Br2N2O | the OMol25 dataset | the ωB97M-V functional and the def2-TZVPD basis
N -1.6362 -2.1911 -0.3577
C -1.3967 -1.1323 0.0044
C -0.9966 0.2064 0.4604
C 0.5196 0.4562 0.1378
Br 0.8122 2.4924 0.2458
C 0.6940 0.1557 -1.2702
N 0.7167 -0.2107 -2.3607
O 1.2654 -0.2229 0.9993
Br 3.0671 -0.6001 0.7921
H -1.7041 0.9147 -0.0362
H -1.3413 0.1316 1.3851
```

Output
Energy relative to the best compared isomer or geometry (same formula, charge and spin) ... 1.528 eV
LUMO ... -1.85 eV
HOMO-LUMO gap ... 9.29 eV
SMILES string ... N#CC[C@](Br)(C#N)OBr

Atom charges from the Löwdin analysis, given in e for atoms 1 to 8: 0.179 -0.224 -0.133 -0.910 0.676 -0.295 0.228 -0.599

---

Entry from the OMol25 dataset: one molecule with the formula C4H2BrFO at a distorted geometry (the ωB97M-V functional and the def2-TZVPD basis).

XYZ file:
```
9
C4H2BrFO | the OMol25 dataset | the ωB97M-V functional and the def2-TZVPD basis
F -1.8218 1.2416 0.4853
C -0.8091 0.4658 0.1548
C 0.2032 0.7894 -0.7252
C 1.1160 -0.1880 -0.6156
O 0.7163 -1.1456 0.2688
C -0.5080 -0.7000 0.7727
Br -1.2322 -1.6625 2.1244
H 0.2664 1.6397 -1.2974
H 2.0693 -0.4405 -1.1677
```

Output
Energy relative to the best compared isomer or geometry (same formula, charge and spin) ... 0.000 eV
LUMO ... 0.81 eV
HOMO-LUMO gap ... 9.57 eV
SMILES string ... Fc1ccoc1Br

Atom charges from the Löwdin analysis, given in e for atoms 1 to 8: 0.101 -0.346 -0.003 -0.106 -0.044 -0.728 0.873 0.099

---

Entry from the OMol25 dataset: an isolated ion of composition C4H2BrIN2 and charge +2 at a distorted geometry (the ωB97M-V functional and the def2-TZVPD basis).

XYZ file:
```
10
C4H2BrIN2 | the OMol25 dataset | the ωB97M-V functional and the def2-TZVPD basis
C 1.9217 -1.8006 -0.3335
C -1.1236 0.0932 0.3868
C -1.4504 -1.1509 0.5377
C 1.1315 0.5472 -0.3486
N 1.4614 -0.7462 -0.2966
N -0.0583 0.9800 0.0544
Br -2.1318 -2.6849 0.6326
I 2.6215 1.9951 -0.8614
H -2.0709 0.7385 0.3283
H -0.3012 2.0287 -0.0996
```

Output
Energy relative to the best compared isomer or geometry (same formula, charge and spin) ... 1.061 eV
LUMO ... -11.49 eV
Total charge ... +2
HOMO-LUMO gap ... 7.07 eV

Atom charges from the Löwdin analysis, given in e for atoms 1 to 8: 0.240 -0.081 -0.486 -0.680 -0.003 0.069 1.328 1.178

---

Entry from the OMol25 dataset: one molecule with the formula C4H2Cl2 at a distorted geometry (the ωB97M-V functional and the def2-TZVPD basis).

XYZ file:
```
8
C4H2Cl2 | the OMol25 dataset | the ωB97M-V functional and the def2-TZVPD basis
Cl 2.6585 -1.4993 -0.0595
C 2.0719 0.1034 -0.0356
C 0.7932 0.2467 -0.0908
C -0.5247 -0.0230 -0.0720
C -1.9003 0.0668 0.1050
Cl -3.7412 -0.9345 -0.1525
H 2.8223 0.9077 -0.0029
H -2.1797 1.1322 0.3083
```

Output
Energy relative to the best compared isomer or geometry (same formula, charge and spin) ... 2.477 eV
LUMO ... -1.44 eV
HOMO-LUMO gap ... 8.00 eV
SMILES string ... ClC=C=C=CCl

And the Löwdin charges, in e, turn out to be: 0.649 -0.593 -0.135 -0.049 -0.285 0.277 0.082 0.055

---

Entry from the OMol25 dataset: a 2-piece molecular cluster, C4H2Cl2OS overall at a distorted geometry (the ωB97M-V functional and the def2-TZVPD basis).

XYZ file:
```
10
C4H2Cl2OS | the OMol25 dataset | the ωB97M-V functional and the def2-TZVPD basis
C 1.2875 0.0015 -0.4961
C 0.2990 -0.9146 -0.0029
C -0.3648 2.1018 0.6278
C -0.8778 -0.9676 -0.6657
O 0.3143 2.8354 0.0298
S -1.4044 1.3927 1.5408
Cl 2.8746 -0.3819 -0.4013
Cl 0.6065 -2.1205 1.2883
H -1.2456 -0.2218 -1.4015
H -1.4893 -1.7249 -0.5192
```

Output
Energy relative to the best compared isomer or geometry (same formula, charge and spin) ... 2.828 eV
LUMO (spin up / spin down) ... -1.36 / -1.36 eV
HOMO-LUMO gap (spin up / spin down) ... 7.46 / 7.47 eV

Atom charges from the Löwdin analysis, given in e for atoms 1 to 8: -0.578 -0.864 -0.871 0.010 0.095 0.801 0.716 0.572

---

Entry from the OMol25 dataset: one molecule with the formula C4H2ClF at a distorted geometry (the ωB97M-V functional and the def2-TZVPD basis).

XYZ file:
```
8
C4H2ClF | the OMol25 dataset | the ωB97M-V functional and the def2-TZVPD basis
C 0.7063 1.9851 0.4839
C 0.0868 0.8128 0.5483
C -0.1599 -0.5086 0.2281
Cl 0.3891 -1.6755 1.4072
C -0.5238 -1.0030 -0.9098
F -0.6594 -2.3619 -0.8071
H 1.1021 3.0932 0.7774
H -0.9411 -0.3420 -1.7280
```

Output
Energy relative to the best compared isomer or geometry (same formula, charge and spin) ... 1.736 eV
LUMO ... 0.04 eV
HOMO-LUMO gap ... 9.39 eV
SMILES string ... C#C/C(Cl)=C/F

And the Löwdin charges, in e, turn out to be: 0.128 -0.173 -0.726 0.722 -0.147 -0.058 0.094 0.160

---

Repeat the fourth record exactly.
Entry from the OMol25 dataset: one molecule with the formula C4H2Br2N2O at a distorted geometry (the ωB97M-V functional and the def2-TZVPD basis).

XYZ file:
```
11
C4H2Br2N2O | the OMol25 dataset | the ωB97M-V functional and the def2-TZVPD basis
N -1.6362 -2.1911 -0.3577
C -1.3967 -1.1323 0.0044
C -0.9966 0.2064 0.4604
C 0.5196 0.4562 0.1378
Br 0.8122 2.4924 0.2458
C 0.6940 0.1557 -1.2702
N 0.7167 -0.2107 -2.3607
O 1.2654 -0.2229 0.9993
Br 3.0671 -0.6001 0.7921
H -1.7041 0.9147 -0.0362
H -1.3413 0.1316 1.3851
```

Output
Energy relative to the best compared isomer or geometry (same formula, charge and spin) ... 1.528 eV
LUMO ... -1.85 eV
HOMO-LUMO gap ... 9.29 eV
SMILES string ... N#CC[C@](Br)(C#N)OBr

Atom charges from the Löwdin analysis, given in e for atoms 1 to 8: 0.179 -0.224 -0.133 -0.910 0.676 -0.295 0.228 -0.599

---

energy relative to the best compared isomer or geometry (same formula, charge and spin) of number 6 (C4H2BrIN2)?
1.061 eV

---

Which value of energy relative to the best compared isomer or geometry (same formula, charge and spin) does entry 7 give?
2.477 eV